(1)
# C27H51CdN10S

A molecular structure, C27H51CdN10S at a distorted geometry (the ωB97M-V functional and the def2-TZVPD basis, the OMol25 dataset).

The geometry in XYZ format:
```
90
Properties=species:S:1:pos:R:3
Cd -1.50 -0.25 0.95
N 0.35 -1.63 1.23
C 0.67 -2.26 -0.06
C 0.77 -1.16 -1.09
N -0.58 -0.56 -1.18
H 1.19 -1.17 1.49
H 0.24 -2.33 1.98
H -0.16 -2.85 -0.36
H 1.60 -2.85 -0.14
H 1.02 -1.57 -2.06
H 1.51 -0.42 -0.84
H -1.13 -1.18 -1.82
H -0.53 0.32 -1.81
N -0.79 1.65 -3.05
C -1.95 1.47 -3.97
C -3.09 0.61 -3.34
N -2.62 -0.78 -3.32
H -0.94 2.46 -2.44
H 0.07 1.71 -3.55
H -1.61 0.89 -4.84
H -2.31 2.43 -4.41
H -3.97 0.72 -3.91
H -3.30 0.91 -2.36
H -3.43 -1.30 -2.95
H -2.47 -1.09 -4.31
C 0.13 1.38 3.69
N -1.10 1.18 2.87
C -2.09 1.97 3.11
C -3.13 1.95 2.13
C -4.41 2.48 2.26
C -5.12 2.07 1.12
C -4.27 1.31 0.37
N -3.10 1.15 0.99
C 1.35 1.13 2.86
C 2.42 0.39 3.33
C 3.54 0.25 2.54
C 3.59 0.72 1.25
C 2.51 1.42 0.72
C 1.39 1.60 1.55
H 0.05 0.70 4.59
H 0.25 2.38 4.17
H -2.15 2.67 3.90
H -4.64 3.24 2.97
H -6.18 2.12 0.85
H -4.54 0.65 -0.43
H 2.40 -0.01 4.31
H 4.41 -0.24 2.96
H 4.46 0.53 0.65
H 2.38 1.72 -0.32
H 0.54 2.19 1.24
C 4.85 -0.85 -2.24
N 5.35 0.37 -2.83
C 6.72 0.40 -3.34
C 4.48 1.29 -3.25
S 2.82 0.92 -3.37
N 4.97 2.46 -3.66
C 4.21 3.36 -4.48
C 6.00 3.11 -2.82
H 5.72 -1.42 -1.97
H 4.29 -1.50 -2.87
H 4.30 -0.64 -1.38
H 6.94 -0.62 -3.73
H 7.51 0.63 -2.55
H 6.76 1.13 -4.14
H 3.69 2.85 -5.31
H 4.94 4.07 -4.85
H 3.48 3.85 -3.82
H 6.14 2.53 -1.93
H 5.63 4.09 -2.50
H 6.91 3.30 -3.40
C -4.37 -1.83 1.87
C -5.10 -2.96 2.63
N -4.22 -3.56 3.60
C -3.55 -2.56 4.46
C -2.70 -1.68 3.56
N -2.87 -2.01 2.10
C -2.57 -3.43 1.78
C -3.19 -4.33 2.88
H -4.64 -0.80 2.03
H -4.53 -1.93 0.79
H -5.36 -3.73 1.94
H -6.06 -2.65 3.12
H -2.93 -3.08 5.19
H -4.28 -2.02 5.08
H -1.62 -1.76 3.81
H -2.85 -0.59 3.65
H -1.49 -3.54 1.70
H -2.97 -3.65 0.81
H -2.52 -4.73 3.62
H -3.67 -5.17 2.35
```

Output
charge = +1
energy above the lowest of the compared OMol25 structures with the same formula, charge and spin = 74.2 kJ/mol
energy = -59121.265 eV
gap between HOMO and LUMO = 8.3 eV



(2)
# C27H51Cl2F5N3O2P2

2 unconnected molecules or ions with the total composition C27H51Cl2F5N3O2P2 at a distorted geometry (the ωB97M-V functional and the def2-TZVPD basis, the OMol25 dataset).

The geometry in XYZ format:
```
92
Properties=species:S:1:pos:R:3
C 1.60 -3.92 2.82
C 1.23 -3.32 1.46
P 2.11 -1.74 1.20
C 3.82 -1.80 1.91
C 3.74 -1.37 3.40
C 2.27 -1.36 -0.67
C 3.06 -2.44 -1.44
Cl 3.66 -3.83 -0.60
C 3.40 -2.39 -2.75
C 4.16 -3.43 -3.50
Cl 3.02 -0.98 -3.71
N 3.19 -0.15 -0.71
C 2.70 1.06 0.03
C 3.61 2.19 -0.46
F 3.32 2.55 -1.74
F 4.88 1.65 -0.52
C 3.72 3.45 0.49
F 2.91 3.33 1.57
F 5.00 3.58 0.91
F 3.41 4.56 -0.20
C 1.17 1.18 -0.25
P 0.52 2.94 -0.34
C -0.20 3.13 1.35
C -0.99 2.84 -1.37
N 0.83 0.48 -1.47
C 0.91 -0.99 -1.34
C -0.32 -1.49 -0.60
C -1.61 -1.09 -1.34
C -2.63 -2.25 -1.45
C -3.70 -2.24 -0.34
C -5.09 -2.61 -0.87
C -6.00 -3.15 0.25
C -7.47 -2.67 0.16
C -8.03 -2.22 1.51
C -9.08 -1.13 1.36
O -8.57 0.00 0.69
C -7.73 0.81 1.49
H 1.39 -3.19 3.60
H 0.97 -4.77 3.03
H 2.65 -4.20 2.85
H 0.17 -3.11 1.49
H 1.37 -4.07 0.69
H 4.21 -2.81 1.88
H 4.50 -1.11 1.43
H 3.01 -0.57 3.50
H 3.50 -2.20 4.05
H 4.70 -0.94 3.68
H 4.36 -3.10 -4.51
H 5.11 -3.59 -3.01
H 3.62 -4.37 -3.49
H 3.35 0.14 -1.68
H 4.09 -0.48 -0.37
H 2.89 0.96 1.09
H 0.68 0.71 0.60
H 0.45 2.61 2.05
H -1.16 2.61 1.39
H -0.29 4.17 1.61
H -1.40 1.84 -1.41
H -0.80 3.25 -2.36
H -1.71 3.48 -0.88
H 1.37 0.82 -2.26
H 0.82 -1.40 -2.33
H -0.34 -1.18 0.44
H -0.28 -2.57 -0.60
H -2.09 -0.25 -0.85
H -1.33 -0.78 -2.34
H -3.11 -2.21 -2.42
H -2.12 -3.21 -1.40
H -3.41 -2.94 0.43
H -3.77 -1.26 0.13
H -4.94 -3.37 -1.64
H -5.55 -1.75 -1.34
H -5.94 -4.23 0.24
H -5.58 -2.81 1.19
H -7.52 -1.85 -0.55
H -8.06 -3.50 -0.20
H -8.46 -3.09 2.00
H -7.25 -1.85 2.17
H -9.45 -0.84 2.35
H -9.92 -1.51 0.79
H -8.12 1.82 1.49
H -6.72 0.81 1.08
H -7.67 0.45 2.52
O 7.25 8.30 0.36
C 6.61 7.72 -0.49
N 6.01 6.52 -0.23
C 6.41 8.28 -1.88
H 5.47 6.02 -0.91
H 6.13 6.13 0.69
H 7.38 8.41 -2.35
H 5.92 9.25 -1.80
H 5.80 7.63 -2.51
```

Output
charge = +1
energy above the lowest of the compared OMol25 structures with the same formula, charge and spin = 0.0 kJ/mol
energy = -94594.285 eV
gap between HOMO and LUMO = 8.5 eV



Copy entry 1 word for word.
# C27H51CdN10S

A molecular structure, C27H51CdN10S at a distorted geometry (the ωB97M-V functional and the def2-TZVPD basis, the OMol25 dataset).

The geometry in XYZ format:
```
90
Properties=species:S:1:pos:R:3
Cd -1.50 -0.25 0.95
N 0.35 -1.63 1.23
C 0.67 -2.26 -0.06
C 0.77 -1.16 -1.09
N -0.58 -0.56 -1.18
H 1.19 -1.17 1.49
H 0.24 -2.33 1.98
H -0.16 -2.85 -0.36
H 1.60 -2.85 -0.14
H 1.02 -1.57 -2.06
H 1.51 -0.42 -0.84
H -1.13 -1.18 -1.82
H -0.53 0.32 -1.81
N -0.79 1.65 -3.05
C -1.95 1.47 -3.97
C -3.09 0.61 -3.34
N -2.62 -0.78 -3.32
H -0.94 2.46 -2.44
H 0.07 1.71 -3.55
H -1.61 0.89 -4.84
H -2.31 2.43 -4.41
H -3.97 0.72 -3.91
H -3.30 0.91 -2.36
H -3.43 -1.30 -2.95
H -2.47 -1.09 -4.31
C 0.13 1.38 3.69
N -1.10 1.18 2.87
C -2.09 1.97 3.11
C -3.13 1.95 2.13
C -4.41 2.48 2.26
C -5.12 2.07 1.12
C -4.27 1.31 0.37
N -3.10 1.15 0.99
C 1.35 1.13 2.86
C 2.42 0.39 3.33
C 3.54 0.25 2.54
C 3.59 0.72 1.25
C 2.51 1.42 0.72
C 1.39 1.60 1.55
H 0.05 0.70 4.59
H 0.25 2.38 4.17
H -2.15 2.67 3.90
H -4.64 3.24 2.97
H -6.18 2.12 0.85
H -4.54 0.65 -0.43
H 2.40 -0.01 4.31
H 4.41 -0.24 2.96
H 4.46 0.53 0.65
H 2.38 1.72 -0.32
H 0.54 2.19 1.24
C 4.85 -0.85 -2.24
N 5.35 0.37 -2.83
C 6.72 0.40 -3.34
C 4.48 1.29 -3.25
S 2.82 0.92 -3.37
N 4.97 2.46 -3.66
C 4.21 3.36 -4.48
C 6.00 3.11 -2.82
H 5.72 -1.42 -1.97
H 4.29 -1.50 -2.87
H 4.30 -0.64 -1.38
H 6.94 -0.62 -3.73
H 7.51 0.63 -2.55
H 6.76 1.13 -4.14
H 3.69 2.85 -5.31
H 4.94 4.07 -4.85
H 3.48 3.85 -3.82
H 6.14 2.53 -1.93
H 5.63 4.09 -2.50
H 6.91 3.30 -3.40
C -4.37 -1.83 1.87
C -5.10 -2.96 2.63
N -4.22 -3.56 3.60
C -3.55 -2.56 4.46
C -2.70 -1.68 3.56
N -2.87 -2.01 2.10
C -2.57 -3.43 1.78
C -3.19 -4.33 2.88
H -4.64 -0.80 2.03
H -4.53 -1.93 0.79
H -5.36 -3.73 1.94
H -6.06 -2.65 3.12
H -2.93 -3.08 5.19
H -4.28 -2.02 5.08
H -1.62 -1.76 3.81
H -2.85 -0.59 3.65
H -1.49 -3.54 1.70
H -2.97 -3.65 0.81
H -2.52 -4.73 3.62
H -3.67 -5.17 2.35
```

Output
charge = +1
energy above the lowest of the compared OMol25 structures with the same formula, charge and spin = 74.2 kJ/mol
energy = -59121.265 eV
gap between HOMO and LUMO = 8.3 eV